[1]
Molecular formula: C8H26O8
Method: DFT, ωB97M-V with the def2-TZVPD basis set

```
42
C8H26O8 (ωB97M-V with the def2-TZVPD basis set)
C 2.837 -1.220 1.860
C 2.508 -0.128 0.845
C 1.862 -0.632 -0.446
C 2.129 -0.032 -1.667
C 1.450 -0.512 -2.780
C 0.676 -1.669 -2.756
C 0.377 -2.238 -1.522
C 0.949 -1.686 -0.385
H 2.285 -1.050 2.775
H 3.900 -1.155 2.129
H 2.842 -2.256 1.532
H 1.765 0.562 1.240
H 3.386 0.400 0.506
H 2.701 0.865 -1.853
H 1.678 -0.104 -3.760
H 0.198 -1.849 -3.711
H -0.253 -3.115 -1.527
H 0.935 -2.149 0.590
O -2.468 -0.720 -1.152
H -2.100 0.060 -0.710
H -1.720 -0.870 -1.751
O 0.746 2.529 -0.018
H 0.607 2.721 -0.957
H 1.323 3.253 0.255
O -2.295 -2.673 0.773
H -2.857 -2.471 0.018
H -1.863 -3.471 0.443
O 0.450 1.966 3.597
H 0.702 1.584 2.753
H -0.468 2.216 3.492
O -0.642 1.379 -2.474
H -1.316 1.857 -1.949
H -1.181 1.139 -3.239
O -0.816 -0.470 1.682
H -0.374 -0.090 0.916
H -1.185 -1.302 1.409
O -2.699 1.432 2.371
H -2.695 0.801 1.647
H -2.286 1.013 3.111
O -1.937 2.472 -0.190
H -1.237 2.649 0.459
H -2.634 2.413 0.484
```

Results
HOMO-LUMO gap = 9.460 eV
Energy relative to the best compared isomer or geometry (same formula, charge and spin) = 0.000 eV
SMILES = CCc1ccccc1.O.O.O.O.O.O.O.O

***

[2]
Molecular formula: C8H26O9Sr
Method: DFT, ωB97M-V with the def2-TZVPD basis set

```
44
C8H26O9Sr (ωB97M-V with the def2-TZVPD basis set)
Sr 9.366 -19.450 3.947
O 8.839 -17.334 5.309
H 9.344 -17.148 6.108
H 8.262 -16.573 5.188
C 10.241 -22.981 4.259
C 8.774 -23.083 3.800
O 8.114 -21.815 3.663
O 10.797 -21.656 4.166
H 10.820 -23.697 3.676
H 10.300 -23.303 5.302
H 8.259 -23.692 4.549
H 8.699 -23.643 2.866
H 7.190 -22.009 3.478
H 11.705 -21.726 4.475
C 7.926 -19.376 0.850
C 9.375 -19.114 0.522
O 10.231 -19.799 1.458
O 7.585 -18.927 2.163
H 7.761 -20.448 0.717
H 7.364 -18.829 0.088
H 9.639 -18.056 0.532
H 9.514 -19.519 -0.482
H 11.077 -19.972 1.036
H 6.640 -18.759 2.224
C 11.694 -16.742 3.666
C 12.523 -17.958 3.991
O 11.778 -18.799 4.915
O 10.494 -17.167 2.972
H 12.271 -16.102 2.999
H 11.411 -16.199 4.565
H 13.435 -17.622 4.492
H 12.790 -18.504 3.086
H 12.437 -19.344 5.357
H 10.305 -16.507 2.301
C 7.937 -20.524 7.016
C 6.865 -19.605 6.477
O 6.892 -19.578 5.015
O 9.196 -20.147 6.414
H 7.695 -21.564 6.784
H 7.979 -20.403 8.100
H 6.992 -18.588 6.844
H 5.888 -19.956 6.807
H 6.000 -19.853 4.775
H 9.868 -20.756 6.731
```

Results
Charge = +2
HOMO-LUMO gap = 11.147 eV
Energy relative to the best compared isomer or geometry (same formula, charge and spin) = 0.000 eV

***

[3]
Molecular formula: C8H29AlBN3O7P3
Method: DFT, ωB97M-V with the def2-TZVPD basis set

```
52
C8H29AlBN3O7P3 (ωB97M-V with the def2-TZVPD basis set)
C -4.048 -4.083 4.648
C -3.592 -5.163 3.553
O -2.371 -4.801 2.876
B -2.768 -4.015 1.717
O -2.913 -4.775 0.508
Al -3.107 -1.962 1.850
P -1.093 -0.752 1.974
O -0.820 -0.435 3.471
P -4.443 -1.356 0.002
O -4.748 -2.558 -0.878
O -3.610 -0.177 -0.914
O -5.954 -0.788 0.578
H -3.280 -3.270 4.620
H -5.041 -3.695 4.309
H -4.082 -4.508 5.679
H -4.425 -5.293 2.812
H -3.478 -6.126 4.124
H -2.654 -4.229 -0.244
H -3.942 -1.560 3.148
H 0.045 -1.455 1.461
H -1.223 0.481 1.236
H -4.044 0.667 -0.714
H -5.887 0.151 0.814
O 1.679 0.072 -0.697
P 2.461 1.006 -1.633
N 3.606 1.489 -0.466
C 3.608 2.613 0.438
C 4.622 0.506 -0.115
N 1.136 2.079 -1.889
C 1.056 3.469 -1.489
C -0.204 1.497 -1.793
N 3.356 1.897 -2.859
C 4.434 2.848 -2.707
C 2.756 1.941 -4.191
H 4.557 3.163 0.348
H 3.495 2.303 1.482
H 2.833 3.344 0.242
H 5.344 0.388 -0.934
H 4.172 -0.472 0.087
H 5.184 0.791 0.776
H 0.805 3.573 -0.429
H 0.274 3.983 -2.059
H 1.970 4.022 -1.705
H -0.527 1.405 -0.751
H -0.233 0.508 -2.251
H -0.938 2.108 -2.326
H 4.094 3.798 -2.286
H 4.900 3.074 -3.672
H 5.249 2.459 -2.095
H 2.157 2.848 -4.326
H 2.111 1.078 -4.356
H 3.520 1.911 -4.975
```

Results
Charge = -1
HOMO-LUMO gap = 5.991 eV

***

[4]
Molecular formula: C8H29N2O5P3S
Method: DFT, ωB97M-V with the def2-TZVPD basis set

```
48
C8H29N2O5P3S (ωB97M-V with the def2-TZVPD basis set)
O 2.386 -0.006 -2.257
P 1.742 0.074 -3.599
P -0.475 0.635 -3.433
P -2.657 1.227 -3.095
O -3.523 0.654 -4.349
O -3.151 0.297 -1.872
S -2.821 3.097 -2.745
H 2.342 0.961 -4.531
H 1.743 -1.136 -4.344
H -0.477 1.347 -4.673
H -0.768 -0.763 -3.335
H -0.154 1.329 -2.236
H -2.997 0.329 -5.085
H -2.983 -0.643 -2.034
C 2.894 2.276 -0.104
O 2.691 3.148 0.993
C 1.835 2.658 2.004
C 2.512 1.743 3.033
C 2.809 0.342 2.511
N 3.737 2.318 3.588
H 2.000 1.683 -0.316
H 3.725 1.587 0.058
H 3.122 2.892 -0.973
H 1.459 3.543 2.523
H 0.975 2.145 1.550
H 1.799 1.648 3.860
H 3.664 0.345 1.834
H 3.052 -0.320 3.342
H 1.954 -0.073 1.973
H 3.528 3.195 4.054
H 4.354 2.561 2.818
C -3.750 -2.554 -0.282
O -2.388 -2.499 -0.682
C -1.581 -1.581 0.045
C -1.038 -2.076 1.388
C -2.083 -2.125 2.497
N -0.373 -3.375 1.299
H -4.116 -1.565 0.010
H -3.905 -3.244 0.549
H -4.325 -2.910 -1.136
H -0.724 -1.379 -0.605
H -2.132 -0.642 0.173
H -0.276 -1.345 1.680
H -2.750 -2.980 2.372
H -1.592 -2.237 3.462
H -2.688 -1.217 2.517
H 0.420 -3.322 0.667
H -1.013 -4.045 0.884
```

Results
HOMO-LUMO gap = 8.383 eV
SMILES = O=[PH2][PH3]P(O)(O)=S.COC[C@@H](C)N.COC[C@@H](C)N